The following is a quantum chemistry calculation of C39H64AlAsBrCl3F6I2LiMgN2O15PS2 as an isolated structure, from the OMol25 dataset.

Structure (XYZ):
```
139
Properties=species:S:1:pos:R:3:forces:R:3:lowdin_charge:R:1
C -3.225167 4.952594 -4.818561 0.13 -0.28 0.05 -0.07
C -2.900714 3.821225 -5.793370 -0.93 0.85 0.42 -0.21
O -2.386287 2.685076 -5.114466 0.32 -0.38 -0.87 -0.02
C -1.158846 2.307692 -5.617307 0.90 -0.25 -0.13 -0.45
O -0.345424 3.131433 -5.936218 -0.11 0.34 0.09 0.12
C -0.946364 0.841195 -5.951362 -1.72 0.32 0.20 -0.10
C -0.187068 -0.240705 -5.145388 0.84 -0.71 -1.33 -0.22
C 0.349349 -0.434670 -3.715833 0.80 -0.74 0.26 -0.31
As -0.574764 -0.574700 -1.908581 0.15 2.99 -3.27 0.89
C 0.937703 0.296916 -0.846041 0.53 -0.13 1.34 -0.43
C 0.701213 1.307163 0.271762 0.46 0.46 0.21 -0.38
C 1.719108 2.429181 0.353779 -1.45 0.24 0.80 -0.48
I 3.660813 1.505354 0.308191 0.84 1.15 -0.53 1.07
C -1.408863 1.238872 -2.155908 -0.67 0.74 1.27 -0.29
C -0.613778 2.550199 -2.364509 0.40 0.25 -0.03 -0.21
C 0.739178 2.698571 -3.062277 0.35 1.30 0.05 -0.21
C 0.964548 4.201288 -3.374485 0.28 -0.72 -0.54 -0.20
C 2.235438 4.336378 -4.232117 -0.31 0.11 0.35 -0.20
C 3.525865 4.271644 -3.407359 -0.56 -0.14 -0.09 -0.25
C 3.575233 5.402093 -2.374491 0.67 0.03 -1.03 -0.47
S 5.266825 5.979106 -2.000024 0.78 -0.46 0.37 0.97
C 5.775239 6.391614 -3.628664 -1.38 0.14 0.60 -0.71
N 4.913189 6.855521 -4.457780 0.07 0.14 -0.72 0.05
N 5.610613 7.036119 -5.648275 -0.84 0.37 -0.33 0.06
C 6.811364 6.698218 -5.424814 -0.12 0.00 -0.12 -0.18
O 6.995697 6.252840 -4.152859 0.87 -0.18 0.24 0.06
C -2.184623 -1.644702 -2.617036 -0.34 -1.50 0.17 -0.76
Br -3.276504 -0.916032 -4.087155 0.39 0.25 -0.01 0.80
C -1.969904 -3.157623 -2.896044 -1.15 0.42 -0.98 -0.39
C -1.236642 -3.546792 -4.173079 -0.09 -0.75 0.34 -0.14
P 0.793212 -2.601012 -1.580711 0.16 -2.18 -0.27 0.48
O 2.372831 -2.232409 -1.962633 -0.48 0.54 0.10 -0.46
I 1.168837 -3.258149 0.753243 0.72 0.57 0.47 0.57
S -1.766002 -0.998418 0.195867 0.04 -1.91 2.94 0.60
O -2.123206 -2.409631 0.333988 -0.52 -0.48 -1.54 -0.44
O -0.987510 -0.702923 1.409588 0.36 1.57 0.07 -0.48
C -3.415236 -0.165731 0.521160 -0.09 1.07 1.06 -0.71
F -4.102842 0.209456 -0.541273 0.01 -0.30 -0.46 0.15
F -3.158693 0.933135 1.254991 0.13 0.30 -0.20 0.10
F -4.150772 -0.948701 1.292368 -0.21 -0.48 -0.15 0.14
H -3.980317 4.589615 -4.103837 0.61 -0.59 -0.41 0.02
H -2.356622 5.221800 -4.224430 0.11 0.14 -0.01 0.09
H -3.573215 5.810411 -5.396326 -0.09 0.12 0.14 0.09
H -3.830131 3.545186 -6.292680 0.00 -0.33 0.00 0.13
H -2.243391 4.232105 -6.553258 0.38 -0.27 0.10 0.13
H -1.948399 0.488245 -6.206082 -0.12 -0.23 0.60 0.08
H -0.523410 0.900245 -6.951744 0.65 0.05 0.14 0.13
H -0.661194 -1.167181 -5.460924 -0.47 0.00 0.37 0.07
H 0.731944 -0.352536 -5.733537 0.23 0.24 0.20 0.11
H 1.275450 0.131832 -3.597924 -0.27 0.54 0.24 0.05
H 0.793328 -1.434052 -3.818360 -0.22 -0.15 -0.18 0.02
H 1.750688 0.670730 -1.467362 -0.50 0.07 -0.68 0.00
H 1.426198 -0.522066 -0.310899 -0.20 -0.26 -0.18 -0.05
H -0.277710 1.785984 0.328372 -0.12 -0.08 -0.23 0.11
H 0.839875 0.846124 1.246288 -0.52 -0.52 0.04 0.07
H 1.605209 3.270652 -0.327717 0.75 -0.34 -0.61 0.06
H 1.606364 2.844388 1.348682 0.52 0.13 0.32 0.05
H -1.894793 1.437969 -1.189770 -0.13 -0.21 0.00 0.05
H -2.265232 1.259550 -2.823727 0.18 -0.51 -0.35 0.02
H -1.270521 3.242572 -2.896540 -0.20 -0.27 -0.26 0.09
H -0.510144 3.108521 -1.428054 0.09 -0.34 0.29 0.10
H 1.621486 2.477689 -2.459717 -0.24 -0.64 0.32 0.07
H 0.889272 2.168049 -3.995671 -0.38 -0.19 -0.03 0.08
H 1.050691 4.774115 -2.448116 -0.08 0.06 0.07 0.11
H 0.102244 4.583223 -3.919220 -0.01 0.08 -0.07 0.09
H 2.201819 5.256612 -4.814722 0.19 0.15 0.06 0.12
H 2.233651 3.518534 -4.951668 0.02 0.00 -0.15 0.11
H 4.349451 4.290268 -4.114962 0.24 0.14 0.17 0.10
H 3.565619 3.311827 -2.886427 0.18 -0.09 -0.01 0.09
H 3.154934 5.068421 -1.430541 0.01 0.30 0.21 0.06
H 3.055084 6.262066 -2.783090 -0.27 0.10 0.27 0.07
H 7.588530 6.765327 -6.160365 0.51 -0.23 0.32 0.13
H -2.991461 -1.686881 -1.894607 0.34 0.47 0.59 0.00
H -2.996667 -3.473628 -3.114692 -0.06 -0.15 0.18 0.09
H -1.756177 -3.735776 -2.000469 0.59 0.27 0.15 0.08
H -1.750109 -3.103791 -5.022523 0.28 0.28 -0.13 0.04
H -0.160742 -3.387248 -4.189027 0.05 0.29 -0.05 0.04
H -1.375154 -4.620200 -4.308379 0.10 -0.10 0.05 0.08
H 2.450241 -1.361099 -2.374038 0.09 0.03 0.02 0.02
C -1.447235 -1.476569 4.402032 0.61 0.59 0.01 -0.86
Cl -2.541077 -2.894137 4.579831 0.03 -0.18 -1.61 0.59
Cl -0.127080 -1.534311 5.579127 -0.28 -0.38 0.09 0.59
H -1.034930 -1.489260 3.399140 -0.18 -0.22 -0.26 0.01
H -2.014130 -0.564736 4.554293 -0.21 -0.11 0.05 0.06
C -4.365549 -6.251797 -0.131116 -0.08 0.01 0.01 -0.08
C -4.718183 -4.962771 -0.504574 0.07 0.04 0.02 -0.11
C -5.574907 -4.765022 -1.580643 -0.01 0.15 -0.02 -0.11
C -6.088360 -5.852895 -2.275816 0.06 -0.01 -0.01 -0.10
C -5.739622 -7.141100 -1.896720 -0.03 0.02 0.01 -0.09
C -4.873014 -7.340692 -0.829090 0.29 -0.07 -0.09 -0.16
H -3.695705 -6.411526 0.704701 -0.02 -0.03 0.01 0.10
H -4.321366 -4.115413 0.043553 0.02 0.03 -0.05 0.08
H -5.844718 -3.757130 -1.875690 -0.04 0.00 0.02 0.09
H -6.759184 -5.695106 -3.111465 0.00 0.01 0.00 0.10
H -6.139137 -7.992909 -2.431798 -0.01 -0.03 0.05 0.10
H -4.593824 -8.364132 -0.533733 0.00 0.46 -0.23 -0.08
Mg 3.755352 -0.562623 1.910275 -0.62 -0.81 0.69 0.79
Cl -5.385008 -9.976785 0.450586 -0.17 -0.44 0.26 -0.23
Li -5.181667 5.373421 -3.398292 -0.67 -0.16 0.89 0.85
C -0.028040 1.961818 5.823341 -0.06 0.18 -0.05 -0.08
C 1.083378 1.441129 4.931348 0.10 -0.03 0.03 -0.32
O 1.635721 2.422201 4.061802 -0.25 -0.24 -0.54 -0.19
C 2.226227 3.551392 4.705002 0.05 0.29 0.09 -0.28
C 3.348778 3.158426 5.616381 0.19 -0.21 0.13 -0.07
H -0.835070 2.383389 5.221238 -0.02 0.00 -0.02 0.09
H -0.431008 1.153172 6.434619 0.04 0.04 0.01 0.05
H 0.324106 2.742990 6.495922 0.03 -0.08 0.07 0.08
H 0.679316 0.656816 4.283812 0.10 0.20 -0.18 0.07
H 1.875490 0.976398 5.530621 -0.04 0.04 0.03 0.11
H 1.465177 4.133491 5.234075 -0.10 -0.07 -0.02 0.11
H 2.603528 4.196793 3.909448 -0.10 -0.12 -0.17 0.11
H 3.005084 2.513051 6.423591 0.15 0.09 0.11 0.07
H 3.813066 4.033303 6.068584 0.02 0.01 0.01 0.09
H 4.115366 2.609084 5.066298 0.11 0.00 0.14 0.07
C 5.728680 0.547193 6.476913 -0.11 0.30 -0.11 -0.81
O 5.223528 1.262213 7.371083 0.28 -0.17 -0.68 -0.04
O 5.831834 -0.809499 6.821512 -0.18 0.64 -0.11 0.01
O 6.141197 0.868505 5.329088 -0.60 -0.36 0.20 -0.06
H 5.453522 -0.731815 7.709556 0.12 -0.54 0.08 0.08
Al -2.712203 -2.813824 6.885865 0.07 -0.11 1.52 0.63
C 1.970286 -4.661306 7.684959 -0.12 -0.01 0.27 -0.07
C 0.837977 -5.191395 6.811688 -0.06 0.39 -0.07 -0.31
O 1.237391 -6.123183 5.844526 0.69 0.19 -0.18 -0.11
C 1.398944 -7.513169 6.252793 -0.89 -0.04 0.12 -0.49
O 0.375303 -7.979826 6.893716 0.18 -0.22 0.14 -0.05
C 2.737146 -7.760490 7.023449 0.25 0.34 -0.19 -0.56
F 3.748861 -7.020109 6.506279 0.03 -0.01 0.05 0.11
F 3.110655 -9.042535 6.897931 -0.13 -0.07 0.01 0.14
F 2.690341 -7.490448 8.336059 -0.06 -0.12 0.02 0.13
H 2.873500 -4.501619 7.096967 -0.04 0.06 -0.06 0.08
H 1.676015 -3.716237 8.153466 0.00 0.03 -0.06 0.07
H 2.209847 -5.349392 8.489525 0.04 0.00 -0.01 0.06
H 0.457945 -4.338450 6.230712 -0.08 -0.05 -0.10 0.06
H -0.000578 -5.555533 7.419370 0.12 -0.27 0.03 0.11
H 1.624720 -7.986310 5.267386 -0.09 -0.03 -0.03 0.16
C -5.693925 3.045487 -0.379224 0.28 0.29 0.79 -0.98
O -5.966094 2.860857 -1.577656 -0.03 0.32 -0.74 0.04
O -4.862418 3.917388 0.031631 0.08 0.15 -0.41 0.08
O -6.207986 2.407249 0.583470 -0.10 -0.20 -0.25 0.15
```
Positions in Å, forces in eV/Å.

Values from the calculation:
Largest force on an atom: 4.4 eV/A
Energy relative to the best compared isomer or geometry (same formula, charge and spin): 0.0 kJ/mol
Orbital gap: 1.0890 eV